Formula: C27H26N6OSTc
Source: the OMol25 dataset
Level of theory: ωB97M-V/def2-TZVPD

Results
- HOMO (alpha / beta) (eV) = -13.7 / -13.6

```
! wB97M-V def2-TZVPD RIJCOSX def2/J DEFGRID3
* xyz 2 4
C -1.99424 -0.42154 -0.96042
H -0.10545 -0.25605 5.28241
N -1.99904 3.64838 -0.03528
C 0.75776 -3.53649 1.62067
H 0.78585 0.10453 3.19101
C 2.54371 2.94270 -0.15518
C -3.05241 -1.88174 4.93554
H -1.87576 0.42722 -1.62419
H 1.94047 -3.77199 3.41255
H 4.64834 1.53171 -0.68812
H 0.54246 -2.68927 3.53764
H -3.83129 -2.34873 5.52231
C 2.96284 -1.88906 -0.66366
H 1.99460 -2.16237 2.66707
C 4.19586 0.55130 -0.67041
C -2.08580 -0.20373 0.43124
H -2.75139 -3.38667 1.36848
C 3.43082 3.24227 0.87741
H 1.60348 3.65716 -1.95249
C 3.76428 5.43156 -0.04223
C -2.18144 -1.21832 2.77470
C 2.28055 3.88971 -1.14271
N 0.68803 -4.85179 1.44744
C -3.16505 -1.82587 3.55730
C -2.18021 -1.68781 -1.49393
C 1.35762 -3.01859 2.88802
C 4.29825 -1.81861 -1.01828
C -2.26238 -1.30641 1.29086
C 4.02689 4.49317 0.94463
H 4.82653 -2.71749 -1.30234
C 2.86125 0.41516 -0.34592
H 4.69969 4.72877 1.75788
H -2.98201 3.73956 0.15362
H 0.24494 -5.22593 0.62264
C -1.93849 -1.33398 5.55733
N -0.11845 2.44507 -0.23824
H 1.02768 -5.49123 2.14629
H -0.36684 0.96431 2.42788
H -1.83726 -1.37442 6.63341
C 2.90295 5.12578 -1.08904
C -0.96122 -0.71214 4.79668
H -4.03423 -2.25408 3.07280
C 4.92414 -0.58477 -1.00505
H 2.71224 5.85463 -1.86528
H -2.75037 -3.71700 -1.07214
H 5.96851 -0.49682 -1.27418
S -2.40137 1.39645 1.09693
Tc 0.29968 -0.68253 0.31099
C -2.55037 -2.55111 0.70931
N 0.67446 1.31790 -0.10446
O 0.29429 -2.78714 0.73436
C -1.08163 -0.64429 3.41560
C -2.52942 -2.74344 -0.65576
H 4.23707 6.40376 -0.00016
C 1.94849 1.58721 -0.17090
N -0.05889 0.01408 2.63374
H 3.65139 2.50365 1.64087
H -1.48614 4.44408 -0.38142
H -2.11217 -1.82933 -2.56435
H 2.41772 -2.82220 -0.64894
N 2.26819 -0.79881 -0.31996
C -1.34300 2.49163 0.17163
*
```

Here are the Löwdin charges for atoms 1 to 4, given in e: C -0.136; H 0.123; N 0.110; C -0.517

Formula: C27H27BCl3F13MnO27
Source: the OMol25 dataset
Level of theory: ωB97M-V/def2-TZVPD

Results
- HOMO (alpha / beta) (eV) = -11.1 / -10.6

```
! wB97M-V def2-TZVPD RIJCOSX def2/J DEFGRID3
* xyz 0 4
C -5.78670 -0.44079 5.87445
F 7.04860 -2.62403 -0.13389
F 4.21565 0.60452 4.28011
F 2.61850 2.22788 3.49951
C -3.56094 2.61373 2.47905
H -1.40775 2.24592 2.71683
C -3.97927 -1.31930 1.34918
O 1.89857 -0.06116 -2.99762
H -4.30395 2.36540 3.24688
F 2.05261 -0.01579 3.69432
F -3.70135 -0.23584 -4.18656
O -1.80701 -3.52306 -3.05160
Cl 4.19123 -3.40339 2.88538
H -2.92984 -1.09947 1.03706
O 6.26257 -2.08194 -2.19525
F -0.67773 6.54778 0.84823
O 5.85157 -0.34696 2.00489
O -4.06846 -1.65499 2.71255
H -3.20061 1.46172 -5.80204
C 0.94871 4.65854 -0.86416
C 0.16551 4.44760 1.26473
B 2.74560 1.08975 4.32774
O -4.10132 2.64299 1.16269
O 0.32054 1.31401 -3.94674
F 3.85761 0.76694 -2.38176
C -2.35068 1.74334 2.34323
C 0.39991 -4.11015 -3.15762
C 5.14658 -3.75501 -1.08330
H -7.68083 -1.15065 4.95814
O 4.99844 -3.86425 -2.52455
H 5.39474 -1.66100 -0.44228
C -7.10417 -1.22816 5.93628
O -1.41461 0.63487 -6.31741
H 0.98092 -5.05606 -3.24900
H 4.65104 3.48722 1.07126
O -7.83675 -0.41679 6.86696
C -1.35682 -3.72660 -1.84297
H 0.49228 4.82499 2.19188
C 5.81094 0.73915 1.49498
C -2.25388 1.24131 -5.34460
H 3.26031 -0.74443 -5.14673
O -2.26233 1.53344 0.95556
F -4.66578 -0.09002 1.24099
C 1.40358 0.81407 -3.95139
C -2.42491 0.27074 -4.23199
O 2.29608 0.93962 -4.92018
C -0.90466 -4.09855 -4.00270
O -3.51017 1.64703 -0.81674
C 5.60120 -2.86106 -3.12150
O 1.26679 4.40452 0.39345
C -3.29036 1.94608 0.29363
F -5.92482 0.47397 4.88460
H -0.25835 3.42742 1.42993
C -7.07712 0.39322 7.55772
O 5.57351 1.86185 2.08670
O -0.33549 5.11318 -0.85143
Cl 3.00878 -0.57165 0.43133
C 5.60254 2.95992 1.16078
H 0.96675 -3.20609 -3.38848
H 4.43864 0.53204 -4.96959
C -5.09420 -2.60129 2.83923
O -1.57061 -0.75235 -4.58998
F -1.33268 -5.40226 -4.25081
H -7.05240 -2.23949 6.38609
O 5.83191 0.92380 0.16144
O -0.18560 -1.30075 -6.24761
C 5.91281 2.23918 -0.14425
H -4.87311 -1.08327 5.74750
H 5.19677 2.44888 -0.94415
C 3.41822 0.19037 -4.65174
O -0.06244 -4.07481 -1.83724
C -0.95325 -0.50392 -5.83007
H -4.05137 -3.05789 0.02742
C -4.74252 -2.42238 0.60345
H 6.48449 3.64208 1.37925
H -5.51755 -1.94159 0.01565
H -1.80811 2.07185 -4.78681
C 3.23729 -0.13836 -3.18371
Cl 1.40449 -1.82395 0.02249
H -1.86050 5.03092 0.54614
F 2.35626 1.26745 5.54832
H -0.93770 -3.41128 -4.85919
F -3.07445 3.86407 2.70072
Mn 3.88592 -1.19877 3.20305
C 5.91797 -2.45529 -0.87143
H -2.33759 0.71872 -3.26181
O -5.32241 -3.12277 1.66779
O -1.92524 -3.37368 -0.84066
F 7.17644 2.46061 -0.54203
O -5.70924 -2.71323 3.81105
O 5.54793 -2.52735 -4.25521
O -5.77342 0.38129 7.02550
H 5.86459 -4.52417 -0.73651
H -2.44132 0.77222 2.83878
H 3.56067 -1.11906 -2.92128
H 4.16245 -3.74946 -0.58522
O 1.54540 4.53589 -1.84746
O -7.35892 1.12469 8.44461
C -0.81265 5.23784 0.45979
*
```

Here are the Löwdin charges for atoms 1 to 4, given in e: C -0.325; F 0.075; F -0.035; F 0.118